Here is a molecular structure, C20H19N3O2PdSi at a distorted geometry from OMol25. Energies are from ωB97M-V with the def2-TZVPD basis set.

Computed properties:
Frontier orbital gap (alpha / beta) ... 6.8 / 6.8 eV
LUMO energy (alpha / beta) ... -0.41 / -0.41 eV
Calculated total energy ... -1505.7026 a.u.
HOMO (alpha / beta) ... -7.25 / -7.25 eV
Molar mass ... 467.897 g/mol
Total charge ... 0

Geometry as XYZ:
```
46
Properties=species:S:1:pos:R:3:forces:R:3
Pd -0.78833 0.91852 -0.55896 -1.319 0.252 0.359
O -1.34693 3.40790 2.82902 -0.067 -0.126 0.050
C -1.24026 2.79448 1.78820 0.465 0.279 -0.338
N -1.69706 1.59727 1.38569 -0.372 0.147 -0.312
C -2.16222 0.58918 2.14496 0.065 -0.566 -0.183
O -2.42505 0.51899 3.32801 0.023 0.136 -0.011
C -2.31272 -0.72015 1.30049 -0.128 0.284 0.015
C -2.81869 -1.83824 1.93826 -0.053 0.006 -0.048
C -2.99449 -3.00988 1.22127 -0.023 -0.041 0.030
C -2.68953 -3.02819 -0.12898 -0.027 0.058 -0.027
C -2.18249 -1.87735 -0.70369 -0.037 -0.024 0.002
N -1.97635 -0.75699 -0.01093 0.637 -0.095 0.433
C -0.39634 3.47802 0.65155 -0.307 -0.072 0.047
C 0.14437 4.72433 0.91354 -0.061 0.015 -0.045
C 0.87441 5.37376 -0.06677 0.018 0.064 0.017
C 1.02458 4.77526 -1.30716 -0.080 -0.033 -0.021
C 0.46357 3.52812 -1.50835 -0.049 0.081 0.014
N -0.21406 2.88358 -0.55298 0.687 -0.021 0.412
H -3.06080 -1.75037 2.98758 0.006 -0.004 0.003
H -3.37519 -3.89813 1.70925 0.003 0.006 -0.001
H -2.82073 -3.91537 -0.73175 -0.008 0.002 0.001
H -1.91731 -1.84194 -1.74994 0.060 -0.033 0.013
H -0.03356 5.14756 1.89182 0.012 0.001 0.002
H 1.31331 6.34347 0.13014 -0.001 -0.007 0.001
H 1.57138 5.25154 -2.10832 -0.004 0.012 0.004
H 0.55037 3.01266 -2.45412 0.060 -0.027 0.024
C 1.88724 0.57189 1.15592 0.219 -0.042 0.101
Si 1.27766 0.07437 -0.53909 -0.039 -0.154 -0.552
C 2.44720 0.69473 -1.86284 0.212 0.031 0.024
C 1.13470 -1.78900 -0.68520 0.127 -0.129 0.023
C 1.38490 -2.64163 0.39127 -0.085 -0.012 0.031
C 1.24460 -4.01949 0.26786 -0.010 0.035 0.001
C 0.86223 -4.57054 -0.94516 -0.013 -0.035 -0.010
C 0.61691 -3.74183 -2.03364 -0.007 -0.027 0.018
C 0.74519 -2.36920 -1.89727 0.119 0.020 -0.039
H 2.89427 0.17893 1.33227 -0.015 0.019 0.029
H 1.23633 0.21704 1.95692 -0.032 -0.012 -0.030
H 1.93731 1.66029 1.23540 0.008 -0.001 -0.017
H 3.43411 0.24156 -1.72585 -0.006 0.023 -0.026
H 2.56818 1.77850 -1.80864 0.031 -0.020 0.007
H 2.09791 0.44353 -2.86520 -0.027 -0.025 0.009
H 1.68622 -2.22982 1.34833 0.002 0.006 -0.011
H 1.43833 -4.66144 1.11811 0.002 0.003 0.001
H 0.75746 -5.64383 -1.04472 0.003 0.006 -0.004
H 0.32274 -4.16998 -2.98432 0.002 0.009 0.000
H 0.53662 -1.73211 -2.75198 0.006 0.010 0.007
```
Positions in Å, forces in eV/Å.

Atomic partial charges in e from the natural (NBO) method, atoms 1 to 5:
1. Pd 0.43
2. O -0.58
3. C 0.65
4. N -0.81
5. C 0.65


Here is 10 unconnected molecules or ions with the total composition C44H115N11O17 at a distorted geometry from OMol25. Energies are from ωB97M-V with the def2-TZVPD basis set.

Computed properties:
Frontier orbital gap ... 8.8 eV
LUMO energy ... 0.19 eV
Calculated total energy ... -3626.3384 a.u.
HOMO ... -8.59 eV
Molar mass ... 1070.464 g/mol
Total charge ... 0

Geometry as XYZ:
```
187
Properties=species:S:1:pos:R:3:forces:R:3
C -3.77478 8.07224 5.38803 0.951 -1.388 -3.120
O -3.53989 7.05973 4.75391 0.295 -0.948 0.563
N -2.91067 8.81818 6.03924 2.720 0.846 2.232
N -4.87097 8.76009 5.24280 -4.859 2.094 -0.190
H -3.30908 9.66054 6.42885 1.113 -0.093 0.062
H -1.93758 8.72191 5.78643 -0.183 0.163 0.468
H -5.63179 8.49799 4.63242 0.376 -0.340 0.234
H -4.86458 9.72617 5.53734 -0.409 -0.356 -0.279
C 1.87354 5.09582 1.84199 -1.565 3.113 1.710
O 1.95618 6.30733 1.90590 -0.140 1.029 -0.208
N 0.85711 4.39007 2.29250 -3.405 -1.433 0.985
N 2.83590 4.33575 1.49974 4.672 -2.761 -2.277
H 0.06043 4.84651 2.71331 0.180 -0.063 -0.328
H 0.76656 3.42601 2.00531 -0.294 0.280 0.326
H 2.70585 3.33483 1.46343 0.604 0.362 -0.097
H 3.67361 4.80280 1.18317 -0.080 -0.529 -0.096
C -2.73577 -8.96565 3.05685 0.645 -0.879 -1.357
O -2.20623 -9.82288 2.02702 0.255 0.028 -1.022
C -0.94432 -9.39622 1.40881 -2.059 0.288 1.558
C 0.15483 -9.78372 2.37313 0.197 -0.988 -2.561
N 0.24740 -11.26616 2.47122 -0.193 0.596 0.509
C 0.89335 -11.92351 1.33365 1.198 -0.800 1.250
C 2.40379 -11.61201 1.32670 -0.869 0.171 -1.356
O 2.58473 -10.72344 0.22848 0.632 0.280 0.574
C 3.91850 -10.31953 0.10958 0.611 0.657 -0.464
H -2.75040 -9.61473 3.93239 -0.263 0.678 0.408
H -3.72270 -8.65141 2.71725 -0.160 -0.055 0.378
H -2.11457 -8.07438 3.14555 0.050 0.011 0.467
H -1.04531 -8.31806 1.28437 0.407 0.264 -0.111
H -0.85887 -9.83108 0.41297 -0.082 -0.308 0.217
H -0.01294 -9.24142 3.30365 0.535 -0.367 0.136
H 1.01159 -9.49446 1.76454 0.785 0.485 0.945
H -0.69420 -11.60743 2.60169 -0.105 -0.201 -0.006
H 0.41729 -11.81095 0.35959 0.216 0.436 -0.187
H 0.96484 -12.99882 1.49698 -0.995 -0.192 0.386
H 3.03374 -12.48211 1.14180 -0.159 -0.436 -0.129
H 2.72538 -11.25259 2.30420 -0.080 0.659 0.004
H 4.34759 -9.98335 1.05349 -0.138 0.207 0.239
H 3.97571 -9.50940 -0.61742 -0.195 0.166 0.133
H 4.61707 -11.06179 -0.27659 -0.232 -0.690 -0.011
C 1.32002 4.67680 -6.82650 0.480 0.287 -0.010
O 2.47529 5.00443 -6.05199 -0.230 -0.003 0.166
C 2.29811 6.01256 -5.01261 0.849 -1.546 -0.415
C 2.33059 7.35612 -5.60626 0.958 1.184 -2.045
N 3.67431 7.58750 -6.29948 -1.052 0.872 0.290
C 3.61709 8.73142 -7.25082 0.862 -1.341 0.643
C 4.92668 8.78667 -8.04293 -0.035 -0.708 -0.661
O 5.05561 7.54009 -8.75753 0.929 -0.131 0.567
C 6.36731 7.28914 -9.31506 -1.361 -0.313 -0.598
H 1.50523 3.80825 -7.45849 0.378 -0.469 0.664
H 1.09807 5.39429 -7.61648 -0.238 0.768 0.378
H 0.46844 4.50220 -6.16890 -0.216 0.011 -0.145
H 3.19751 5.95406 -4.39963 -0.029 -0.477 0.150
H 1.43196 5.75016 -4.40512 -0.222 0.311 -0.031
H 2.15365 8.17117 -4.90449 0.235 -0.128 0.275
H 1.52219 7.43119 -6.33355 -0.251 0.104 -0.318
H 3.96066 6.82582 -6.89776 -0.399 -0.710 0.357
H 3.42151 9.61185 -6.63869 -0.025 0.329 -0.566
H 2.88070 8.53070 -8.02898 -0.650 0.418 0.083
H 5.83042 8.87983 -7.44070 -0.134 0.487 0.243
H 4.84189 9.52066 -8.84428 0.223 0.722 0.376
H 6.44509 7.76825 -10.29102 -0.011 0.202 -0.144
H 6.35739 6.21374 -9.49262 0.310 0.033 0.072
H 7.25938 7.57780 -8.75921 -0.370 0.096 0.676
C 9.04119 -1.64662 -2.02123 -1.389 0.768 -2.100
O 9.46457 -1.41143 -0.75812 0.986 1.461 2.713
C 9.34526 0.02724 -0.43947 -0.192 -0.976 2.204
C 9.85832 0.27529 1.05902 0.270 -0.778 -1.794
N 11.19496 -0.19311 1.26193 0.618 0.093 0.152
C 12.16561 0.56558 0.50736 1.443 -1.384 0.834
C 13.56211 -0.05873 0.79892 -0.368 2.352 -1.517
O 13.58860 -1.43693 0.78968 -1.741 0.187 0.008
C 14.81240 -1.91503 1.09885 2.261 -1.516 1.414
H 8.99551 -2.64969 -2.44536 0.894 -0.473 0.917
H 9.63452 -1.01786 -2.68513 -0.176 -0.003 -0.653
H 7.98767 -1.37172 -2.07236 -0.352 0.502 -0.473
H 8.29933 0.32030 -0.34876 -0.357 -0.179 -0.686
H 9.84146 0.67582 -1.16145 0.181 -0.306 -0.174
H 9.17279 -0.18945 1.76768 -0.040 -0.034 -0.110
H 9.93517 1.34203 1.26936 -0.637 0.191 -0.195
H 11.35507 -1.17131 1.06804 -0.453 -0.156 -0.002
H 12.21498 1.57563 0.91414 -0.138 0.213 -0.348
H 12.07583 0.56667 -0.57893 -0.611 0.133 -0.211
H 13.95029 0.48333 1.66123 0.218 -0.881 0.758
H 14.19836 0.25501 -0.02864 0.337 0.408 -0.196
H 15.61784 -1.92460 0.36449 -0.409 0.225 -1.061
H 14.71017 -2.94649 1.43610 -0.059 -0.061 -0.019
H 15.30375 -1.37019 1.90498 -0.289 0.214 0.537
C 2.17378 -3.56596 3.16924 -1.009 -0.371 -1.218
O 1.22313 -2.99352 2.27794 -0.242 1.044 0.014
C 1.73465 -1.82727 1.65214 -2.138 0.104 -1.302
C 0.67870 -1.23813 0.63419 -0.869 -0.201 0.264
N -0.64252 -0.85713 1.19230 0.682 0.750 -0.222
C -1.72538 -0.33816 0.26184 1.111 -1.240 1.759
C -2.96043 -0.05055 1.11017 0.371 -0.462 -0.967
O -3.50560 -1.25928 1.65524 0.566 1.205 0.282
C -4.20987 -2.09542 0.79969 -0.825 -0.854 -0.317
H 3.00825 -3.85315 2.52949 0.465 -0.323 0.470
H 1.59622 -4.42607 3.50794 0.713 -0.159 0.531
H 2.49250 -2.90236 3.97308 -0.102 0.064 0.065
H 2.51827 -2.13353 0.95914 0.800 0.289 0.424
H 1.97962 -1.09355 2.42009 0.445 0.153 -0.158
H 0.48050 -1.98473 -0.13483 0.444 -0.445 -0.235
H 1.11617 -0.39114 0.10567 0.191 0.175 0.188
H -0.90926 -1.66335 1.73906 -0.803 0.087 -0.044
H -2.02905 -1.07190 -0.48481 0.223 -0.155 -0.374
H -1.39110 0.56794 -0.24350 0.148 -0.007 0.094
H -3.65692 0.43300 0.42520 -0.540 0.071 0.153
H -2.68647 0.64818 1.90062 -0.260 -0.360 0.269
H -4.62823 -2.86921 1.44337 0.061 -0.112 -0.094
H -3.67385 -2.59052 -0.01004 0.806 -0.031 0.165
H -5.05586 -1.66937 0.26037 -0.232 0.793 0.266
C -1.29970 -8.47871 -6.05729 -0.346 1.059 0.640
O -0.28259 -7.53130 -5.79874 0.479 0.772 -0.867
C -0.81685 -6.17712 -5.60238 0.210 -1.817 0.357
C 0.27118 -5.18318 -5.82379 -0.265 0.650 0.128
N 0.57880 -5.10336 -7.24647 -0.405 0.755 0.707
C 1.79752 -4.31992 -7.57550 -0.133 -2.039 0.155
C 1.87357 -3.81436 -9.00635 -0.076 -0.647 0.770
O 1.49763 -2.49345 -9.03552 0.200 2.281 -0.505
C 1.57637 -1.97662 -10.37363 -1.074 -0.821 0.574
H -1.91243 -8.11222 -6.88091 -0.051 -0.405 -0.390
H -1.94605 -8.46775 -5.17968 -0.334 -0.506 0.151
H -0.89614 -9.47791 -6.22110 0.142 0.278 -0.079
H -1.11880 -6.22341 -4.55606 -0.509 0.675 0.020
H -1.63211 -5.98268 -6.29926 -0.269 -0.139 0.093
H 1.04864 -5.45874 -5.11124 0.833 -0.117 -0.293
H -0.07200 -4.20694 -5.48133 -0.190 0.151 0.022
H 0.59942 -6.07792 -7.51085 0.663 0.033 -0.702
H 2.59955 -5.04519 -7.43820 0.671 0.262 0.034
H 1.96668 -3.51681 -6.85822 -0.313 0.072 -0.107
H 1.19253 -4.37545 -9.64625 0.059 -0.498 -0.170
H 2.90377 -3.92765 -9.34392 0.203 -0.083 -0.314
H 1.14094 -0.97971 -10.44213 0.242 -0.010 0.385
H 0.91347 -2.64875 -10.91851 0.093 0.102 -0.778
H 2.57729 -2.00484 -10.80428 0.163 -0.004 0.174
C -8.88264 12.77889 0.66451 -0.746 -0.349 -0.557
O -9.73584 11.86767 1.33960 -0.055 0.372 -0.151
C -9.18418 11.44015 2.56750 0.022 -0.749 -1.134
C -9.85368 10.15530 3.01370 0.659 0.557 1.445
N -9.70328 8.97625 2.17989 -0.981 0.485 -0.511
C -10.12220 7.79612 2.92079 2.539 -1.116 0.591
C -9.53008 6.44658 2.32682 -3.195 0.138 -0.052
O -10.62993 5.86941 1.58599 -0.560 1.237 -0.239
C -10.44310 4.57232 1.20468 1.330 -1.624 -1.004
H -8.56020 13.60951 1.29238 0.102 -0.011 0.148
H -9.45820 13.16987 -0.17451 -0.060 0.155 0.105
H -8.04074 12.25397 0.21310 0.364 -0.025 0.272
H -9.31272 12.22797 3.30973 0.126 -0.013 0.305
H -8.13116 11.23075 2.37938 0.351 0.051 0.309
H -10.85304 10.41286 3.36448 -0.644 -0.250 -0.432
H -9.35567 9.90767 3.95113 0.230 0.026 0.252
H -10.40498 9.08298 1.46134 0.249 0.067 -0.732
H -11.17932 7.79572 3.18647 -0.154 -0.555 -0.351
H -9.57674 7.87507 3.86118 -0.119 0.033 0.392
H -9.41170 5.65450 3.06620 0.973 0.569 0.681
H -8.67097 6.60193 1.67421 0.131 0.106 0.199
H -11.10191 4.25534 0.39624 -0.277 0.404 0.110
H -10.45703 3.77895 1.95199 -0.677 0.247 0.931
H -9.43005 4.40904 0.83704 0.403 0.243 -0.566
C -7.24379 -3.93187 7.98336 0.016 -0.358 0.549
O -6.42816 -2.81847 8.26965 -0.496 0.120 -1.165
C -6.14760 -2.07424 7.08930 1.459 0.024 0.000
C -5.33320 -0.88885 7.54797 -0.056 0.330 1.139
N -4.06204 -1.18062 8.20178 0.506 -0.478 -1.188
C -3.05920 -1.55824 7.18290 0.628 0.810 1.167
C -1.73767 -1.96493 7.83899 -1.125 -0.037 -0.224
O -1.91199 -2.99776 8.79082 0.478 -0.918 0.814
C -2.72741 -4.14708 8.53602 -0.348 0.815 -0.851
H -6.74263 -4.76273 7.48675 0.622 0.009 -0.078
H -8.07009 -3.69335 7.31371 -0.352 0.299 0.297
H -7.55876 -4.29300 8.96238 -0.424 -0.072 -0.215
H -6.99891 -1.73284 6.50039 -0.561 -0.143 0.376
H -5.52548 -2.65818 6.41101 -0.034 -0.483 -0.186
H -5.95152 -0.44092 8.32587 -0.130 0.582 -0.183
H -5.10350 -0.18165 6.75095 -0.403 0.048 -0.074
H -4.17018 -1.92328 8.87769 -0.072 -0.050 0.082
H -2.81507 -0.63341 6.66024 -0.147 -0.003 -0.456
H -3.37971 -2.30431 6.45574 -0.151 -0.170 -0.059
H -1.31680 -1.11758 8.38026 -0.234 -0.057 0.291
H -1.01044 -2.15978 7.05077 0.130 -0.685 -0.145
H -3.76819 -3.95254 8.79495 -0.192 0.172 0.134
H -2.44733 -5.03494 9.10291 0.631 0.390 0.124
H -2.74954 -4.40263 7.47664 0.261 -0.144 -0.168
O -5.30585 -1.70853 -5.53814 -0.163 -0.156 0.036
H -4.66953 -1.59586 -6.24428 0.152 -0.012 -0.215
H -5.08925 -1.02132 -4.90800 0.018 0.166 0.178
```
Positions in Å, forces in eV/Å.

Atomic partial charges in e from the Mulliken method, atoms 1 to 5:
1. C 0.67
2. O -0.64
3. N -0.39
4. N -0.35
5. H 0.18


Question: What is the formula in the first record?
Answer: C20H19N3O2PdSi